This record from OMol25 describes 2 unconnected molecules or ions with the total composition C5H11O2 at a distorted geometry. The level of theory is ωB97M-V/def2-TZVPD.

The geometry in XYZ format:
```
18
C5H11O2 | OMol25 | ωB97M-V/def2-TZVPD
C -0.78 -0.59 3.43
C 0.73 -0.75 3.25
H -1.29 -1.47 3.81
H -1.25 -0.34 2.48
H -1.00 0.23 4.11
H 1.12 0.19 2.86
H 0.98 -1.55 2.56
H 1.20 -0.86 4.23
C -0.43 1.19 -1.67
C 0.44 1.88 -0.61
C -0.09 -0.31 -1.78
O -1.07 -0.87 -2.43
O 0.92 -0.83 -1.39
H -1.49 1.37 -1.56
H -0.19 1.59 -2.66
H 0.72 2.88 -0.89
H 1.31 1.23 -0.52
H -0.07 1.81 0.36
```

Computed properties:
LUMO level (alpha / beta): 0.81 / -2.99 eV
relative energy (zero: lowest compared OMol25 entry of this formula, charge and spin): 10.8 kJ/mol
⟨S²⟩: 0.75
spin multiplicity: 2
gap between HOMO and LUMO (alpha / beta): 0.4333 / 0.2882 hartree
HOMO (alpha / beta): -11.0 / -10.8 eV

Here are the Mulliken charges for atoms 1 to 6, given in e: -0.849, -0.758, 0.316, 0.233, 0.274, 0.221